Record 1
The following is a quantum chemistry calculation of a cluster of 2 separate species, C5H5Cl2P in total at a distorted geometry, from the Open Molecules 2025 dataset.

Geometry as XYZ:
```
13
Properties=species:S:1:pos:R:3
C 0.507 -0.176 1.151
C 0.027 0.495 -0.024
H -0.076 0.039 -2.147
H 0.466 0.223 2.145
C 0.186 -0.201 -1.138
Cl -3.066 2.474 -0.937
Cl -1.930 3.070 1.869
H 0.198 -2.350 -0.994
C 0.993 -1.359 0.747
P -1.366 3.055 -0.052
C 0.837 -1.502 -0.738
H 1.428 -2.127 1.358
H 1.796 -1.640 -1.240
```

Its multiplicity is 3. As for the energy above the lowest of the compared OMol25 structures with the same formula, charge and spin: 0.740 eV. The calculation puts the max |F| at 1.04 eV Å⁻¹. The expectation value of S² is 2.0139.

Atom charges from the Löwdin analysis, given in e for atoms 1 to 4: -0.113, -0.103, 0.089, 0.090


Record 2
The following is a quantum chemistry calculation of the molecule C5H5Cl4N3 at a distorted geometry, from the Open Molecules 2025 dataset.

Geometry as XYZ:
```
17
Properties=species:S:1:pos:R:3
N 1.119 2.284 -0.148
H -1.485 0.394 -1.125
N -1.734 -1.931 0.280
Cl -1.801 1.172 1.100
H -2.312 -1.284 0.837
H -0.513 2.755 -1.104
Cl 2.441 -1.352 1.165
Cl 0.632 -0.662 -1.967
C -0.008 1.963 -0.580
C 1.816 1.181 0.466
H -2.093 -1.837 -0.674
Cl 3.480 1.545 0.964
C 0.154 -0.549 -0.117
N -0.389 -1.711 0.332
H 0.059 -2.575 0.342
C 1.408 -0.076 0.558
C -0.773 0.684 -0.328
```

Its multiplicity is 3. The calculation puts the max |F| at 11.11 eV Å⁻¹. The expectation value of S² is 2.0174.

Atom charges from the Löwdin analysis, given in e for atoms 1 to 4: 0.081, 0.084, 0.007, 0.637


Record 3
The following is a quantum chemistry calculation of the molecule C5H5ClF2 at a distorted geometry, from the Open Molecules 2025 dataset.

Geometry as XYZ:
```
13
Properties=species:S:1:pos:R:3
F -2.077 -0.994 -1.349
C 0.902 0.620 -0.063
H 0.129 0.287 2.018
C -0.512 -1.154 0.491
C 0.574 -0.274 1.110
F -1.269 1.765 -0.297
H -0.893 -2.023 0.944
H 1.452 -0.821 1.410
H 1.266 1.586 0.255
H -0.291 1.051 -1.936
C -0.395 0.775 -0.867
C -1.056 -0.583 -0.600
Cl 2.171 -0.234 -1.117
```

As for the energy above the lowest of the compared OMol25 structures with the same formula, charge and spin: 0.388 eV. The calculation puts the max |F| at 1.94 eV Å⁻¹. Its SMILES is FC1=CC[C@@H](Cl)[C@@H]1F.

Atom charges from the Löwdin analysis, given in e for atoms 1 to 4: 0.093, -0.573, 0.153, -0.002


no.,energy (Eh)
1,-1455.1338
2,-2198.3779
3,-853.4169